No. 1
This record from the Open Molecules 2025 dataset describes C7H19N5O2 as an isolated structure. The level of theory is ωB97M-V/def2-TZVPD.

Summary:
Charge: 0
Energy above the lowest of the compared OMol25 structures with the same formula, charge and spin: 370.3 kcal/mol
Multiplicity: 1
Frontier orbital gap: 7.92 eV
HOMO energy: -8.11 eV
LUMO: -0.19 eV
Calculated total energy: -701.61092 a.u.
Strongest force on any atom: 8.67 eV Å⁻¹

CARTESIAN COORDINATES (ANGSTROEM)
C: 3.01315 0.64030 -2.06930
C: 2.83422 1.07216 -0.61628
C: 1.39448 1.32716 -0.06713
C: 0.80800 -0.06759 0.19024
C: -1.30429 -1.06583 0.98768
C: -2.17045 -1.28861 -0.18692
C: -3.17083 -0.18246 0.14424
H: 2.34135 -1.52102 -1.15205
H: 2.69329 -0.87675 -3.41641
H: 3.96069 0.76286 -2.65982
H: 2.14482 1.27244 -2.54053
H: 3.42109 0.44096 -0.01578
H: 3.52743 1.92654 -0.55221
H: 0.93812 1.90074 -1.19689
H: 1.11798 2.28837 0.83355
H: 1.48660 -0.73952 0.85110
H: 0.46924 -0.57320 -0.67906
H: -2.11053 -1.03887 1.79180
H: -0.85195 -2.15717 1.32342
H: -2.45023 -2.31438 0.33222
H: -1.67820 -1.16888 -1.07767
H: -2.20543 0.63870 -0.00227
H: -3.78813 0.26522 1.08384
H: -3.93578 -1.37464 -1.83567
H: -4.71900 0.42823 -0.78018
H: 1.97052 0.08773 2.36957
N: 2.02018 -0.69043 -2.33680
N: -0.30474 -0.08014 0.95091
N: -3.77967 -0.10656 -1.14475
N: -0.15827 0.27618 2.38966
N: -0.64197 0.99256 3.27608
O: 0.98842 -0.56787 2.86025
O: -1.86011 1.49381 2.94514

Taken from the natural (NBO) analysis, the atomic charges in e are: C -0.2471; C -0.4718; C -0.4183; C -0.2920; C -0.2165; C -0.4285; C -0.2841; H 0.3134; H 0.3787; H 0.2246; H 0.2055; H 0.2005; H 0.2313; H 0.2252; H 0.2678; H 0.1835; H 0.2728; H 0.2496; H 0.1418; H 0.2272; H 0.2266; H 0.1950; H 0.2502; H 0.3118; H 0.3618; H 0.4604; N -0.8661; N -0.2812; N -0.8270; N 0.2092; N 0.2234; O -0.5319; O -0.4957

***

No. 2
This record from the Open Molecules 2025 dataset describes a 2-piece molecular cluster, C7H19NO overall. The level of theory is ωB97M-V/def2-TZVPD.

Summary:
Charge: 0
Energy above the lowest of the compared OMol25 structures with the same formula, charge and spin: 112.2 kcal/mol
Multiplicity: 1
Frontier orbital gap: 8.98 eV
HOMO energy: -8.07 eV
LUMO: 0.91 eV
Calculated total energy: -407.92635 a.u.
Structure (SMILES): CCN[C@@H](C)C(C)C.O
Strongest force on any atom: 17.70 eV Å⁻¹

CARTESIAN COORDINATES (ANGSTROEM)
C: -1.71924 1.08303 -0.26361
N: -0.30655 0.82577 -0.32979
C: 0.16151 -0.54237 -0.73834
C: 0.55934 -1.37457 0.56158
C: 0.32357 -2.90100 0.32983
C: 1.95797 -0.80803 1.02435
C: 1.22702 -0.45519 -1.90554
C: -2.49455 1.56326 1.00505
H: -2.33941 0.26449 -0.90226
H: -1.84274 1.96143 -0.99315
H: 0.27383 1.25491 0.49238
H: -0.82767 -1.03199 -1.08608
H: -0.14891 -1.09101 1.40926
H: -0.65092 -2.94148 -0.13482
H: 1.10453 -3.52407 -0.03696
H: 0.25959 -3.27857 1.43504
H: 2.74583 -0.91848 0.37786
H: 1.87870 0.16359 1.44851
H: 2.21766 -1.67749 1.79146
H: 1.04261 -0.91809 -2.72904
H: 1.66547 0.45184 -2.09558
H: 2.10255 -1.07670 -1.50795
H: -1.86213 1.68201 1.94307
H: -2.77534 2.57793 0.71492
H: -3.15501 0.80446 1.23100
H: 0.74450 3.11213 -0.88107
H: -0.45339 3.31657 -0.03646
O: 0.31119 3.47765 -0.12366

Taken from the natural (NBO) analysis, the atomic charges in e are: C -0.2093; N -0.6975; C -0.0259; C -0.2027; C -0.6232; C -0.6149; C -0.6046; C -0.6467; H 0.1928; H 0.1526; H 0.3821; H 0.1831; H 0.2026; H 0.2156; H 0.2159; H 0.2033; H 0.2038; H 0.2113; H 0.2015; H 0.2029; H 0.2124; H 0.1888; H 0.2083; H 0.2201; H 0.2203; H 0.4832; H 0.4298; O -0.9055

***

No. 3
This record from the Open Molecules 2025 dataset describes C7H19O3PSi as an isolated structure. The level of theory is ωB97M-V/def2-TZVPD.

Summary:
Charge: 0
Energy above the lowest of the compared OMol25 structures with the same formula, charge and spin: 18.5 kcal/mol
Multiplicity: 1
Frontier orbital gap: 10.01 eV
HOMO energy: -9.08 eV
LUMO: 0.92 eV
Calculated total energy: -1134.75218 a.u.
Strongest force on any atom: 3.11 eV Å⁻¹

CARTESIAN COORDINATES (ANGSTROEM)
O: 0.60119 0.61981 -2.09824
O: 0.94836 -1.10045 -0.18676
O: -0.55454 0.92516 0.09292
P: -0.20699 -0.30178 -1.03159
C: 2.46514 1.95955 -2.60210
C: 0.41503 -3.07235 -1.46066
C: 1.58968 1.34249 -1.49648
C: 1.49180 -2.06686 -1.01222
C: -0.26036 0.98998 2.91630
C: -2.91443 1.81772 1.60129
C: -1.89966 -1.14923 1.72577
Si: -1.40978 0.69219 1.45273
H: 3.46031 2.25173 -2.37666
H: 2.60552 1.18972 -3.47284
H: 1.92114 2.75944 -3.09441
H: -0.56588 -2.68109 -1.93042
H: 0.74224 -3.89029 -2.08424
H: 0.11211 -3.52006 -0.53107
H: 1.10647 2.02393 -0.86817
H: 2.08549 0.67373 -0.79434
H: 2.36841 -2.48459 -0.44621
H: 1.88938 -1.47788 -1.91874
H: -0.76370 1.80684 3.40266
H: -0.36951 0.05595 3.50213
H: 0.74109 1.07259 2.51692
H: -3.31462 1.69440 2.57505
H: -2.72404 2.87956 1.47671
H: -3.62025 1.49424 0.86231
H: -2.36853 -1.27692 2.71740
H: -1.04920 -1.80769 1.68795
H: -2.52188 -1.41982 0.87502

Taken from the natural (NBO) analysis, the atomic charges in e are: O -0.7974; O -0.8189; O -1.1819; P 1.6154; C -0.6281; C -0.6717; C -0.0975; C -0.0940; C -1.1395; C -1.1236; C -1.1319; Si 1.8841; H 0.2165; H 0.2082; H 0.2125; H 0.2394; H 0.2225; H 0.2123; H 0.1904; H 0.1759; H 0.2075; H 0.1706; H 0.2313; H 0.2320; H 0.2451; H 0.2355; H 0.2434; H 0.2357; H 0.2389; H 0.2391; H 0.2283

***

No. 4
This record from the Open Molecules 2025 dataset describes C7H19O6PSi2 as an isolated structure. The level of theory is ωB97M-V/def2-TZVPD.

Summary:
Charge: -2
Multiplicity: 1
Frontier orbital gap: 1.85 eV
HOMO energy: 1.97 eV
LUMO: 3.82 eV
Calculated total energy: -1649.77808 a.u.
Strongest force on any atom: 3.82 eV Å⁻¹

CARTESIAN COORDINATES (ANGSTROEM)
C: -3.27271 0.35086 3.02634
P: -3.94546 1.25431 1.50961
O: -4.21236 -0.00217 0.31821
Si: -2.45666 2.61650 0.61802
O: -0.82174 2.34406 1.08792
Si: -0.28160 0.72418 0.73439
C: 0.75234 0.55350 -0.85882
C: 0.75715 -0.99826 -1.33282
C: -0.64729 -1.36512 -2.02387
C: -0.49856 -1.95772 -3.49588
O: 0.55572 -2.32845 -4.02267
O: -1.68726 -2.02186 -4.29200
H: -2.50444 0.97182 3.59484
H: -4.09207 0.06972 3.77555
H: -2.83240 -0.64142 2.64173
H: -3.73549 0.34656 -0.47196
H: -2.68719 2.61305 -0.82930
H: -2.80275 3.97987 1.08969
H: 0.60265 0.30966 1.84829
H: -1.40221 -0.25738 0.76317
H: 0.46964 1.27512 -1.69609
H: 1.85581 0.78044 -0.60509
H: 1.66770 -1.25253 -1.97502
H: 0.85078 -1.62850 -0.37357
H: -1.27941 -0.40357 -2.08382
H: -1.20337 -2.09766 -1.34795
H: -2.47201 -1.79878 -3.75107
O: 6.07373 -0.40237 0.37022
C: 4.72391 -0.43953 0.33050
C: 4.10883 0.07904 1.70985
O: 2.75367 0.01300 1.67826
H: 4.25794 -1.43623 0.15633
H: 4.23153 0.17477 -0.46004
H: 4.55456 1.08554 1.86538
H: 4.61906 -0.51045 2.50166

Taken from the natural (NBO) analysis, the atomic charges in e are: C -0.9515; P 0.5474; O -0.9650; Si 1.0823; O -1.2020; Si 1.3232; C -0.9221; C -0.4169; C -0.5465; C 0.7948; O -0.5645; O -0.7251; H 0.2557; H 0.2233; H 0.2604; H 0.4778; H -0.2066; H -0.1892; H -0.0678; H -0.2629; H 0.1944; H 0.3355; H 0.2566; H 0.2360; H 0.2111; H 0.2382; H 0.4743; O -1.0066; C -0.0268; C -0.0475; O -1.0188; H 0.0481; H 0.0357; H 0.0627; H 0.0624

***

No. 5
This record from the Open Molecules 2025 dataset describes a 2-piece molecular cluster, C7H19OPSi overall. The level of theory is ωB97M-V/def2-TZVPD.

Summary:
Charge: 0
Energy above the lowest of the compared OMol25 structures with the same formula, charge and spin: 0.0 kcal/mol
Multiplicity: 1
Frontier orbital gap: 10.22 eV
HOMO energy: -9.48 eV
LUMO: 0.74 eV
Calculated total energy: -984.13179 a.u.
Strongest force on any atom: 5.70 eV Å⁻¹

CARTESIAN COORDINATES (ANGSTROEM)
C: -0.42376 -0.17973 -2.51136
C: 1.38258 2.23923 -2.36418
C: 2.48054 -0.58676 -1.54356
C: -1.94818 -2.23472 2.33387
C: -1.81329 0.60213 2.90650
C: 0.22452 1.09114 0.22651
C: 0.10316 -0.74565 1.19000
O: -2.45113 -0.42958 0.25153
Si: 0.96222 0.61951 -1.48908
P: -1.64885 -0.62478 1.45386
H: -1.19721 -0.87556 -1.92429
H: -1.08058 0.46690 -3.03386
H: -0.05113 -0.85887 -3.24743
H: 1.85091 2.10986 -3.30064
H: 0.47260 2.74540 -2.78369
H: 2.02413 2.89761 -1.63625
H: 3.33338 -0.31108 -1.00549
H: 2.23648 -1.61211 -1.03943
H: 2.98612 -0.61773 -2.49380
H: -1.22945 -2.46577 3.11957
H: -3.03110 -2.15527 2.83523
H: -1.85716 -3.05192 1.67816
H: -1.31141 1.48471 2.43116
H: -2.81091 0.71236 3.06246
H: -1.26315 -0.03643 3.74369
H: 0.74113 1.83149 0.90998
H: -0.76301 1.25900 0.10106
H: 1.00403 -0.87879 1.86366
H: 0.34891 -1.49225 0.47865

Taken from the natural (NBO) analysis, the atomic charges in e are: C -1.1301; C -1.1248; C -1.0975; C -1.0020; C -0.9490; C -0.7962; C -0.8385; O -1.0925; Si 1.6031; P 1.9335; H 0.2659; H 0.2378; H 0.2319; H 0.2369; H 0.2460; H 0.2336; H 0.2336; H 0.2313; H 0.2453; H 0.2310; H 0.2347; H 0.2374; H 0.2433; H 0.2270; H 0.2396; H 0.2284; H 0.2073; H 0.2584; H 0.2247

***

No. 6
This record from the Open Molecules 2025 dataset describes a 2-piece molecular cluster, C7H19PSi overall. The level of theory is ωB97M-V/def2-TZVPD.

Summary:
Charge: 0
Energy above the lowest of the compared OMol25 structures with the same formula, charge and spin: 66.1 kcal/mol
Multiplicity: 1
Frontier orbital gap: 7.70 eV
HOMO energy: -7.17 eV
LUMO: 0.53 eV
Calculated total energy: -908.75315 a.u.
Structure (SMILES): C=P(C)(C)C.C=[Si](C)C
Strongest force on any atom: 7.37 eV Å⁻¹

CARTESIAN COORDINATES (ANGSTROEM)
C: -0.51416 -1.42611 1.35850
C: 0.58404 2.77567 -0.52487
C: -1.79347 1.25461 -0.26845
C: -1.71670 4.42809 1.02099
C: -0.45394 -2.36177 -1.39168
C: 2.17163 -1.33136 -0.56069
C: 1.10055 -3.62800 0.64385
Si: -1.29113 2.85662 -0.01381
P: 0.48190 -2.01301 0.08373
H: -0.05065 -1.26914 2.27759
H: 0.81443 1.92464 -1.03842
H: 1.05895 3.63066 -1.05567
H: 1.11289 2.60797 0.43393
H: -1.46756 0.90717 -1.24434
H: -0.69728 -0.49447 1.26323
H: -2.69155 0.78043 0.01438
H: -2.40058 4.42161 1.81003
H: -0.70741 4.78622 1.41578
H: -2.17688 5.13416 0.38247
H: 0.17023 -2.76259 -2.23564
H: -1.19684 -3.27356 -1.27910
H: -1.08278 -1.42632 -1.66368
H: 2.29762 -0.72815 0.37103
H: 2.82376 -2.09809 -0.44118
H: 2.15496 -0.77849 -1.52815
H: 1.07306 -4.23975 -0.26238
H: 2.05784 -3.61612 1.07697
H: 0.33908 -4.06092 1.35559

Taken from the natural (NBO) analysis, the atomic charges in e are: C -1.1656; C -1.0734; C -1.1758; C -1.0930; C -1.0157; C -0.9483; C -0.9549; Si 1.4652; P 1.4924; H 0.2165; H 0.2281; H 0.2263; H 0.2343; H 0.2220; H 0.2037; H 0.2223; H 0.2504; H 0.2462; H 0.2465; H 0.2412; H 0.2593; H 0.2644; H 0.2356; H 0.2182; H 0.2389; H 0.2254; H 0.2321; H 0.2578